Entry 1:
{"formula": "C22H63O12S", "method": "ωB97M-V/def2-TZVPD", "charge": -1, "mol_weight_g_mol": 551.801, "multiplicity": 1, "homo_lumo_gap_ev": 2.961, "e_homo_ev": -0.845, "e_tot_ha": -2176.88177, "species": ["C", "C", "C", "C", "S", "O", "O", "O", "H", "H", "H", "H", "H", "H", "H", "H", "H", "C", "C", "O", "H", "H", "H", "H", "H", "H", "C", "C", "O", "H", "H", "H", "H", "H", "H", "C", "C", "O", "H", "H", "H", "H", "H", "H", "C", "C", "O", "H", "H", "H", "H", "H", "H", "C", "C", "O", "H", "H", "H", "H", "H", "H", "C", "C", "O", "H", "H", "H", "H", "H", "H", "C", "C", "O", "H", "H", "H", "H", "H", "H", "C", "C", "O", "H", "H", "H", "H", "H", "H", "C", "C", "O", "H", "H", "H", "H", "H", "H"], "coordinates": [[-2.2949, -3.4607, 0.3917], [-2.7256, -2.0891, -0.1252], [-3.7675, -2.1193, -1.2507], [-5.0921, -2.7241, -0.8746], [-6.1971, -1.5594, -0.0924], [-6.2068, -0.3106, -0.7751], [-6.0182, -1.5207, 1.3083], [-7.6427, -2.2555, -0.3653], [-1.7197, -3.9564, -0.4033], [-3.1617, -4.1063, 0.6075], [-3.0073, -1.4217, 0.6867], [-1.8356, -1.6640, -0.5740], [-3.3533, -2.7664, -2.0170], [-3.9043, -1.1521, -1.7385], [-5.0031, -3.6148, -0.2632], [-5.6129, -2.9975, -1.7938], [-7.4927, -2.9011, -1.0799], [-0.7896, 2.5482, 1.4226], [-0.3280, 1.1847, 0.9393], [-1.2720, 0.5953, 0.0521], [-1.7533, 2.4604, 1.9269], [-0.0733, 2.9932, 2.1103], [-0.9256, 3.2313, 0.5776], [-0.2131, 0.4988, 1.7765], [0.6384, 1.2680, 0.4284], [-1.3719, 1.1853, -0.7027], [2.4841, 5.3480, 4.3456], [1.5715, 5.8101, 3.2243], [0.3487, 5.0803, 3.2060], [2.7002, 4.2845, 4.2437], [3.4251, 5.9004, 4.3397], [2.0053, 5.4936, 5.3173], [2.0430, 5.6469, 2.2565], [1.3561, 6.8807, 3.3253], [-0.0900, 5.2230, 4.0526], [3.6589, 0.7234, -1.7155], [3.8562, -0.3216, -0.6334], [2.7864, -0.2851, 0.3007], [3.5902, 1.7204, -1.2765], [4.4798, 0.7147, -2.4374], [2.7237, 0.5320, -2.2436], [4.7746, -0.1399, -0.0749], [3.9192, -1.3219, -1.0792], [1.9692, -0.4545, -0.1867], [5.2403, -4.9048, -0.4940], [4.1285, -4.5952, -1.4823], [2.8460, -4.7318, -0.8926], [5.1303, -5.9133, -0.0982], [6.2223, -4.8178, -0.9662], [5.2030, -4.2200, 0.3558], [4.1563, -5.2909, -2.3209], [4.2413, -3.5785, -1.8796], [2.7713, -4.1180, -0.1522], [-2.0153, 7.3572, 4.4884], [-1.1508, 8.0555, 5.5219], [-0.6885, 9.3233, 5.0587], [-1.4620, 7.2172, 3.5592], [-2.3501, 6.3823, 4.8464], [-2.8951, 7.9591, 4.2525], [-0.2606, 7.4669, 5.7453], [-1.7078, 8.1954, 6.4547], [-1.4629, 9.8638, 4.8677], [-1.1936, 0.9638, -4.3927], [0.0309, 1.1745, -3.5215], [0.6383, -0.0618, -3.1665], [-1.9198, 0.3351, -3.8774], [-1.6660, 1.9152, -4.6440], [-0.9220, 0.4567, -5.3220], [-0.2446, 1.6627, -2.5875], [0.7639, 1.8093, -4.0347], [0.8977, -0.5081, -3.9803], [7.5815, -9.3935, 1.8238], [6.5952, -8.3991, 1.2378], [6.8119, -7.0828, 1.7348], [7.5074, -9.4035, 2.9114], [7.3932, -10.4010, 1.4498], [8.6073, -9.1168, 1.5675], [5.5759, -8.6667, 1.5091], [6.6659, -8.3911, 0.1442], [7.7058, -6.8179, 1.4916], [-1.6898, -5.2237, -5.3858], [-2.7068, -4.9582, -4.2902], [-3.3809, -3.7180, -4.4865], [-0.9571, -4.4170, -5.4232], [-1.1659, -6.1652, -5.2141], [-2.1760, -5.2720, -6.3648], [-2.2192, -4.8911, -3.3191], [-3.4423, -5.7693, -4.2470], [-3.8379, -3.7499, -5.3339], [-3.3757, 7.0514, -0.2770], [-3.2035, 6.0283, 0.8320], [-4.2902, 6.0893, 1.7562], [-3.4408, 8.0568, 0.1415], [-2.5401, 7.0164, -0.9780], [-4.2989, 6.8671, -0.8316], [-2.2933, 6.2246, 1.3963], [-3.1383, 5.0175, 0.4185], [-5.0969, 5.9070, 1.2617]], "atomic_forces_ev_per_a": [[-0.16, 0.09, -0.02], [0.43, -0.90, 0.03], [0.64, 0.16, 0.06], [-0.80, 0.33, -0.60], [0.33, -0.22, -0.23], [-0.08, 0.51, -0.75], [-0.09, -0.24, 1.21], [0.29, -0.51, -0.30], [0.12, -0.19, -0.10], [-0.04, -0.11, 0.23], [-0.31, 0.21, 0.03], [0.14, 0.37, -0.02], [0.04, -0.21, -0.16], [-0.28, 0.27, 0.06], [0.16, -0.02, 0.37], [-0.14, -0.07, -0.17], [-0.30, 0.30, 0.31], [-0.04, -0.13, 0.00], [-0.16, 0.23, -0.34], [0.14, 0.19, 0.10], [0.00, -0.03, 0.02], [0.01, 0.05, -0.01], [0.08, 0.02, 0.01], [-0.03, -0.11, -0.06], [0.10, 0.06, 0.19], [-0.06, -0.06, 0.06], [-0.01, -0.08, -0.03], [-0.13, 0.04, 0.27], [0.09, 0.12, 0.02], [0.02, 0.00, -0.04], [-0.01, 0.02, 0.02], [0.02, 0.07, 0.01], [-0.06, -0.02, -0.05], [0.10, 0.03, -0.06], [-0.02, -0.06, -0.09], [0.05, 0.07, -0.08], [-0.35, 0.04, -0.09], [0.14, -0.03, -0.02], [0.07, -0.01, 0.05], [-0.01, -0.01, 0.01], [0.04, -0.03, -0.06], [-0.03, -0.02, 0.08], [0.12, 0.02, -0.03], [-0.01, -0.06, 0.14], [-0.03, -0.03, -0.07], [-0.10, 0.22, 0.36], [0.08, -0.12, -0.11], [0.02, -0.02, -0.01], [0.00, 0.02, 0.02], [0.04, 0.05, -0.03], [-0.05, 0.00, -0.02], [0.11, -0.05, -0.10], [-0.09, -0.04, -0.07], [0.12, 0.08, -0.04], [-0.24, 0.15, -0.11], [0.06, -0.03, 0.02], [0.03, -0.05, 0.02], [-0.07, 0.01, -0.02], [-0.08, -0.08, 0.05], [0.06, 0.07, 0.02], [0.04, -0.13, 0.05], [0.08, -0.05, -0.02], [-0.05, -0.05, 0.07], [0.01, -0.19, -0.27], [0.07, 0.07, 0.03], [-0.01, 0.02, 0.03], [0.01, 0.00, -0.02], [0.02, 0.06, -0.03], [0.07, -0.02, 0.05], [-0.05, 0.11, 0.06], [-0.08, -0.04, 0.09], [-0.01, 0.04, 0.06], [0.25, 0.09, -0.05], [0.02, -0.07, 0.07], [-0.04, -0.02, 0.00], [0.01, 0.00, -0.01], [0.00, -0.04, -0.06], [-0.04, 0.07, 0.00], [-0.08, -0.09, -0.01], [-0.09, 0.01, 0.02], [-0.01, 0.08, -0.02], [-0.08, 0.02, -0.15], [-0.01, 0.06, -0.05], [0.03, -0.01, 0.05], [0.00, 0.00, 0.00], [-0.01, -0.07, 0.01], [-0.07, 0.06, 0.05], [0.07, -0.06, 0.06], [0.05, -0.03, 0.07], [0.03, 0.03, 0.04], [-0.33, 0.00, -0.14], [0.12, 0.10, 0.02], [0.05, 0.00, 0.01], [-0.01, -0.01, -0.02], [0.04, -0.05, -0.05], [-0.03, -0.06, 0.10], [0.13, 0.01, -0.01], [0.04, -0.05, 0.10]]}



Entry 2:
{"formula": "C25H65CaO13V", "method": "ωB97M-V/def2-TZVPD", "charge": 2, "mol_weight_g_mol": 664.804, "multiplicity": 1, "homo_lumo_gap_ev": 4.340, "e_homo_ev": -13.591, "e_tot_ha": -3590.74471, "species": ["O", "V", "O", "Ca", "O", "C", "O", "O", "H", "C", "C", "C", "O", "H", "H", "H", "H", "H", "H", "H", "H", "C", "C", "C", "O", "H", "H", "H", "H", "H", "H", "H", "H", "C", "C", "C", "O", "H", "H", "H", "H", "H", "H", "H", "H", "C", "C", "C", "O", "H", "H", "H", "H", "H", "H", "H", "H", "C", "C", "C", "O", "H", "H", "H", "H", "H", "H", "H", "H", "C", "C", "C", "O", "H", "H", "H", "H", "H", "H", "H", "H", "C", "C", "C", "O", "H", "H", "H", "H", "H", "H", "H", "H", "C", "C", "C", "O", "H", "H", "H", "H", "H", "H", "H", "H"], "coordinates": [[-33.0951, -20.7213, -9.8514], [-32.1132, -20.0002, -8.8465], [-33.0281, -19.5167, -7.5908], [-28.7056, -17.3710, -8.0147], [-31.8346, -15.9540, -10.9176], [-31.5016, -16.7602, -9.9244], [-32.0918, -17.8794, -9.8214], [-30.5993, -16.4485, -9.1144], [-32.5689, -16.3862, -11.3599], [-25.7613, -17.5240, -11.2813], [-27.0101, -16.6386, -11.1110], [-28.2813, -17.0189, -11.8727], [-27.2924, -16.6474, -9.7129], [-25.4611, -17.2395, -12.2898], [-26.0000, -18.5869, -11.2435], [-24.9950, -17.3713, -10.5214], [-26.8678, -15.5816, -11.3360], [-27.9390, -17.0450, -12.9072], [-29.0479, -16.2486, -11.9563], [-28.7294, -17.9778, -11.6123], [-26.5545, -16.3763, -9.1619], [-35.5094, -17.4901, -14.4252], [-34.3583, -18.1866, -13.6556], [-33.2061, -18.7403, -14.5098], [-33.8866, -17.1372, -12.8396], [-36.0486, -18.2351, -15.0103], [-35.1774, -16.6578, -15.0459], [-36.2545, -17.1310, -13.7153], [-34.7984, -18.8933, -12.9521], [-32.6493, -17.9111, -14.9462], [-33.6091, -19.2940, -15.3578], [-32.5732, -19.3774, -13.8920], [-34.5241, -16.9543, -12.1455], [-30.6879, -15.4394, -14.5884], [-31.8980, -14.6195, -14.1800], [-31.8703, -13.2533, -14.7644], [-33.1069, -15.2177, -14.5037], [-30.6800, -16.4031, -14.0792], [-29.7413, -14.9522, -14.3547], [-30.6008, -15.7140, -15.6396], [-31.8668, -14.4089, -13.1110], [-32.8245, -12.7607, -14.5774], [-31.7286, -13.3326, -15.8423], [-31.0635, -12.6957, -14.2887], [-33.2386, -15.9563, -13.9048], [-36.8392, -16.0524, -8.8163], [-35.7723, -16.6586, -9.7555], [-35.8017, -18.1729, -9.5391], [-36.0058, -16.3672, -11.1083], [-36.7149, -14.9705, -8.7708], [-36.7359, -16.4605, -7.8109], [-37.8246, -16.3827, -9.1449], [-34.7758, -16.3075, -9.4876], [-35.1259, -18.7371, -10.1819], [-36.7969, -18.5483, -9.7774], [-35.5012, -18.4154, -8.5198], [-36.1310, -15.4284, -11.2649], [-31.0019, -11.4557, -9.6691], [-30.8831, -12.9372, -9.9969], [-29.7483, -13.3067, -11.0018], [-30.6946, -13.6497, -8.8125], [-31.9672, -11.1570, -9.2605], [-30.9354, -10.8285, -10.5581], [-30.2332, -11.1146, -8.9757], [-31.8416, -13.3037, -10.3644], [-28.7586, -13.0143, -10.6510], [-29.9661, -12.7907, -11.9369], [-29.8413, -14.3738, -11.2038], [-30.7423, -14.5861, -9.0187], [-34.1516, -14.2636, -7.2605], [-33.2123, -14.2238, -6.0261], [-32.4845, -15.6027, -5.7700], [-32.1751, -13.2401, -6.2005], [-34.9027, -15.0342, -7.0871], [-33.5185, -14.4610, -8.1256], [-34.7263, -13.3497, -7.4106], [-33.7979, -13.9222, -5.1577], [-33.1929, -16.2125, -5.2093], [-31.5853, -15.3897, -5.1919], [-32.2546, -16.0649, -6.7300], [-31.8510, -13.1907, -7.1028], [-34.3206, -13.4225, -11.5881], [-35.6567, -13.0475, -12.1409], [-35.8679, -13.3778, -13.6055], [-36.6496, -13.7237, -11.4462], [-33.5604, -12.7949, -12.0531], [-34.0531, -14.4450, -11.8546], [-34.2460, -13.4320, -10.5007], [-35.8581, -11.9871, -11.9892], [-36.9358, -13.2930, -13.8066], [-35.5018, -14.3689, -13.8734], [-35.3365, -12.6837, -14.2566], [-37.4884, -13.3168, -11.6751], [-27.4274, -13.2462, -6.7684], [-28.0630, -14.5992, -6.3245], [-28.8576, -14.4612, -5.0744], [-28.9026, -15.1502, -7.3226], [-28.2052, -12.4852, -6.7041], [-27.0171, -13.2819, -7.7776], [-26.6114, -12.9847, -6.0947], [-27.2661, -15.3351, -6.2168], [-29.3132, -15.4208, -4.8300], [-29.6194, -13.6828, -5.0311], [-28.1184, -14.2553, -4.3003], [-29.4431, -14.4499, -7.6955]], "atomic_forces_ev_per_a": [[1.73, 0.92, 1.74], [-5.20, 2.81, 0.11], [2.60, -1.64, -2.84], [-0.99, 2.40, -0.82], [0.69, -0.06, 1.44], [-0.01, -1.46, 0.31], [-0.20, -2.21, 0.02], [1.44, 0.30, 0.33], [-0.83, -0.37, -1.13], [-1.19, 0.58, -1.10], [-0.01, -0.10, 0.09], [0.84, 0.15, -0.70], [-1.74, -0.68, 2.83], [0.87, -0.52, 0.08], [-0.24, 0.00, -0.20], [0.07, 0.52, -0.26], [0.65, -0.07, -0.29], [-0.07, -0.56, -0.22], [0.06, 0.11, 0.74], [0.16, -0.14, 0.05], [0.72, 0.45, -0.59], [-0.20, -1.36, -0.13], [-1.28, 0.81, -0.84], [-0.95, 0.33, 0.36], [2.48, 0.60, 1.42], [0.05, 0.09, -0.41], [0.17, -0.19, -0.03], [0.18, 0.15, 0.18], [0.08, -0.66, -0.41], [0.13, 0.03, 0.16], [0.02, -0.24, 0.18], [0.17, 0.01, -0.20], [-1.05, 0.27, 0.24], [0.54, -0.69, 0.16], [0.51, 0.41, 0.21], [-0.03, 0.43, -0.64], [-0.28, -0.04, -0.68], [-0.07, -0.16, 0.30], [0.00, 0.27, 0.22], [-0.53, 0.38, -0.23], [0.17, -0.52, 0.62], [0.07, 0.10, 0.02], [0.09, 0.33, -0.07], [0.05, 0.24, -0.31], [-0.39, -0.36, 0.24], [0.70, -0.19, -0.33], [-0.52, -0.62, 1.17], [0.16, -0.01, -0.57], [0.36, -1.17, -0.59], [-0.46, 0.01, -0.07], [0.23, 0.08, 0.08], [-0.05, 0.39, -0.22], [0.26, 0.30, 0.27], [0.24, 0.21, -0.30], [-0.09, -0.05, 0.31], [-0.31, 0.05, 0.10], [-0.48, 0.74, 0.16], [-0.07, 0.40, -0.27], [0.31, 0.64, -1.27], [-1.40, 0.57, 0.22], [0.54, -0.44, 2.06], [-0.08, -0.46, 0.32], [0.28, -0.21, -0.21], [0.13, -0.16, 0.00], [0.00, 0.25, -0.65], [-0.04, -0.09, 0.12], [0.20, 0.02, -0.11], [0.34, -0.04, 0.04], [-0.19, -0.38, -0.18], [0.41, -0.16, 1.15], [0.94, -0.17, -1.15], [-1.44, 1.32, 0.03], [-0.39, 0.22, 0.75], [0.17, -0.28, -0.33], [-0.25, -0.19, -0.30], [0.35, 0.21, 0.09], [0.28, -0.01, 0.13], [0.29, -0.41, 0.00], [-0.14, -0.20, 0.01], [0.15, -0.13, -0.07], [-0.18, -0.28, -0.40], [0.78, -0.57, -0.15], [-0.12, 0.75, -0.93], [0.60, 0.37, -0.44], [-0.91, -0.96, 1.56], [0.11, 0.12, 0.25], [-0.14, -0.20, -0.38], [-0.22, 0.64, 0.10], [0.40, 0.33, -0.03], [0.04, -0.04, -0.23], [-0.16, -0.11, 0.18], [-0.03, 0.10, -0.06], [-0.24, -0.25, 0.08], [-0.43, -0.89, 0.25], [0.65, 1.56, -0.20], [0.70, -0.34, 1.30], [0.36, -1.64, -0.85], [0.11, 0.14, -0.11], [-0.11, -0.09, -0.05], [-0.13, 0.03, 0.08], [0.29, -0.20, 0.34], [-0.14, 0.00, 0.12], [0.05, 0.01, -0.49], [-0.21, 0.11, 0.39], [-0.75, 0.67, -0.65]]}